# 1
This record from the Open Molecules 2025 dataset describes C20H31N2O2 as an isolated structure in a non-equilibrium geometry. The level of theory is wB97M-V/def2-TZVPD.

XYZ file:
```
55
C20H31N2O2 wB97M-V/def2-TZVPD
C 1.03 5.44 -4.28
O -0.08 4.61 -3.83
C 0.05 3.89 -2.69
C -0.99 2.98 -2.39
C -0.77 1.98 -1.42
C 0.46 1.93 -0.74
C 0.57 0.83 0.39
O 1.36 1.58 1.48
C 0.75 1.92 2.78
C 1.41 2.94 -0.93
C 1.18 3.94 -1.89
H 0.73 5.80 -5.26
H 1.18 6.29 -3.60
H 1.95 4.85 -4.35
H -1.88 3.00 -2.97
H -1.59 1.30 -1.14
H -0.48 0.65 0.74
H 1.57 2.46 3.26
H -0.12 2.58 2.64
H 0.50 1.01 3.34
H 2.27 2.99 -0.25
H 1.96 4.67 -2.03
C -3.38 -2.05 3.95
N -2.28 -2.32 3.07
C -2.73 -2.77 1.77
C -1.55 -3.11 0.88
N -0.61 -1.99 0.83
C 0.19 -1.78 -0.24
C 0.88 -0.45 -0.39
C 1.97 -0.52 -1.42
C 2.63 -1.91 -1.83
C 1.58 -2.95 -2.16
C 0.41 -3.01 -1.20
C -0.12 -1.69 2.21
C -1.29 -1.27 3.07
H -2.99 -1.80 4.94
H -4.00 -1.21 3.60
H -4.02 -2.94 4.03
H -3.32 -3.68 1.92
H -3.37 -2.02 1.27
H -1.06 -4.00 1.29
H -1.89 -3.31 -0.12
H 1.41 -0.27 0.74
H 1.68 -0.02 -2.40
H 2.81 0.10 -1.02
H 3.27 -1.74 -2.73
H 3.26 -2.25 -0.99
H 1.18 -2.79 -3.15
H 2.05 -3.91 -2.18
H 0.48 -3.97 -0.58
H -0.54 -3.07 -1.82
H 0.34 -2.59 2.69
H 0.65 -0.88 2.25
H -1.72 -0.30 2.72
H -0.97 -1.14 4.12
```

Calculated values
Highest occupied orbital energy ... -10.78 eV
Frontier orbital gap ... 0.2512 Eh
Total charge ... +1
F_max ... 0.1251 hartree/bohr

=====

# 2
This record from the Open Molecules 2025 dataset describes a 2-piece molecular cluster, C4H13N2O overall in a non-equilibrium geometry. The level of theory is wB97M-V/def2-TZVPD.

XYZ file:
```
20
C4H13N2O wB97M-V/def2-TZVPD
C 0.84 0.92 0.54
C 1.20 -0.51 0.07
C 1.14 -0.70 -1.46
C -0.70 -0.78 -2.90
N -0.24 -0.34 -1.79
N -0.66 0.95 0.46
H 1.23 1.78 -0.27
H 1.10 1.07 1.58
H 2.17 -0.73 0.56
H 0.53 -1.30 0.55
H 1.88 -0.11 -2.03
H 1.52 -1.69 -1.71
H -0.21 -1.40 -3.62
H -1.82 -0.70 -3.20
H -1.08 1.93 0.34
H -0.74 0.40 -0.51
H -0.86 0.48 1.25
H -1.71 -0.59 4.10
H -1.86 0.98 4.40
O -1.73 0.32 3.65
```

Calculated values
Highest occupied orbital energy ... -14.78 eV
Frontier orbital gap ... 0.4308 Eh
Total charge ... +1
F_max ... 0.1169 hartree/bohr

=====

# 3
This record from the Open Molecules 2025 dataset describes C42H102F2N11O11S2V as an isolated structure in a non-equilibrium geometry. The level of theory is wB97M-V/def2-TZVPD.

XYZ file:
```
171
C42H102F2N11O11S2V wB97M-V/def2-TZVPD
O 0.10 -3.17 3.33
V -1.23 -2.87 2.58
N -0.72 -1.28 1.38
S 0.76 -0.93 0.56
O 1.53 0.17 1.01
O 0.81 -1.33 -0.81
F 1.48 -2.18 1.27
S -1.43 -0.07 0.77
O -1.95 -0.20 -0.57
O -1.04 1.22 1.28
F -2.80 -0.29 1.63
C 6.98 4.69 -1.33
C 6.00 5.28 -0.34
N 4.76 4.51 -0.22
C 4.94 3.07 -0.09
C 3.61 2.31 0.08
C 3.84 5.10 0.74
C 4.36 5.30 2.20
H 6.46 4.37 -2.23
H 7.46 3.81 -0.89
H 7.84 5.33 -1.51
H 6.48 5.19 0.65
H 5.75 6.29 -0.67
H 5.61 2.82 0.75
H 5.38 2.69 -1.01
H 3.05 2.57 0.98
H 3.80 1.24 0.05
H 2.95 2.55 -0.75
H 3.69 6.14 0.45
H 2.82 4.74 0.64
H 5.43 5.48 2.32
H 3.87 6.18 2.62
H 4.20 4.42 2.84
C 2.38 -4.39 -2.17
C 2.44 -4.77 -0.70
N 3.79 -5.17 -0.28
C 4.67 -3.99 -0.22
C 6.18 -4.28 -0.22
C 3.85 -5.83 1.03
C 3.18 -7.19 1.03
H 2.67 -5.14 -2.90
H 2.83 -3.41 -2.36
H 1.32 -4.17 -2.32
H 2.18 -3.93 -0.04
H 1.75 -5.58 -0.45
H 4.39 -3.31 -1.03
H 4.42 -3.38 0.66
H 6.69 -3.33 -0.42
H 6.55 -4.62 0.75
H 6.44 -5.03 -0.97
H 3.41 -5.15 1.78
H 4.90 -5.91 1.31
H 2.11 -7.09 1.20
H 3.60 -7.86 1.78
H 3.27 -7.61 0.03
C -7.48 -2.84 -2.27
C -6.39 -2.12 -3.12
N -5.99 -0.81 -2.65
C -5.38 -0.81 -1.33
C -5.41 0.56 -0.66
C -5.22 -0.04 -3.63
C -3.94 -0.80 -4.08
H -7.01 -3.01 -1.30
H -7.80 -3.76 -2.76
H -8.34 -2.18 -2.22
H -5.55 -2.82 -3.20
H -6.83 -1.97 -4.11
H -5.94 -1.47 -0.66
H -4.36 -1.21 -1.37
H -6.37 1.03 -0.86
H -5.16 0.38 0.38
H -4.68 1.28 -1.05
H -4.94 0.99 -3.41
H -5.91 0.05 -4.47
H -3.33 -1.13 -3.24
H -3.30 -0.10 -4.61
H -4.17 -1.63 -4.76
C 2.97 1.93 -3.93
C 3.07 0.63 -4.75
N 1.75 0.18 -5.17
C 1.82 -0.76 -6.31
C 2.67 -2.00 -6.04
C 0.97 -0.30 -4.03
C -0.35 -0.96 -4.43
H 2.41 1.77 -3.01
H 2.48 2.71 -4.51
H 4.01 2.19 -3.70
H 3.72 0.90 -5.58
H 3.58 -0.15 -4.17
H 0.80 -1.00 -6.60
H 2.22 -0.12 -7.11
H 2.56 -2.35 -5.01
H 2.50 -2.77 -6.80
H 3.76 -1.85 -6.12
H 0.70 0.50 -3.34
H 1.59 -1.06 -3.52
H -0.88 -1.25 -3.52
H -0.13 -1.91 -4.92
H -0.99 -0.33 -5.04
C -1.49 4.26 2.30
O -2.65 4.33 2.68
N -0.40 4.37 3.07
C 0.94 4.35 2.53
C -0.50 4.56 4.51
H -1.24 4.08 1.24
H 1.47 5.26 2.85
H 1.06 4.38 1.45
H 1.42 3.45 2.93
H -1.49 4.41 4.90
H 0.26 3.99 5.07
H -0.07 5.54 4.76
C -7.74 1.66 2.05
O -8.17 2.77 2.21
N -6.75 1.09 2.79
C -6.42 -0.31 2.66
C -6.08 1.81 3.86
H -8.07 0.95 1.27
H -5.45 -0.39 2.16
H -7.15 -0.88 2.08
H -6.40 -0.77 3.65
H -6.61 2.74 4.07
H -6.12 1.24 4.79
H -5.04 2.07 3.65
C -1.58 5.42 -1.51
O -2.69 5.73 -1.85
N -1.13 4.12 -1.57
C 0.18 3.74 -1.13
C -2.05 3.04 -1.88
H -0.74 6.07 -1.21
H 0.11 2.99 -0.33
H 0.82 4.55 -0.78
H 0.74 3.32 -1.97
H -1.60 2.35 -2.60
H -2.34 2.52 -0.96
H -3.02 3.33 -2.28
C 1.81 0.08 4.58
O 1.13 -0.80 5.07
N 3.00 -0.15 4.00
C 3.88 0.96 3.66
C 3.53 -1.49 3.71
H 1.56 1.16 4.59
H 3.36 1.92 3.61
H 4.29 0.78 2.67
H 4.67 1.06 4.40
H 2.87 -2.25 4.09
H 3.64 -1.62 2.63
H 4.51 -1.49 4.18
C -2.74 -1.17 5.04
O -2.09 -1.82 4.21
N -2.67 0.15 5.18
C -3.44 0.82 6.22
C -1.75 0.99 4.44
H -3.40 -1.60 5.80
H -3.96 0.12 6.88
H -4.20 1.42 5.73
H -2.80 1.42 6.85
H -2.24 1.86 3.99
H -0.91 1.32 5.04
H -1.33 0.46 3.59
C -1.13 -5.28 0.17
O -0.93 -4.47 1.10
N -1.37 -4.89 -1.07
C -1.40 -5.81 -2.23
C -1.46 -3.50 -1.51
H -1.22 -6.37 0.28
H -2.38 -5.71 -2.71
H -1.33 -6.86 -1.93
H -0.61 -5.55 -2.92
H -1.70 -2.84 -0.68
H -0.55 -3.18 -2.01
H -2.27 -3.46 -2.24
```

Calculated values
Highest occupied orbital energy (alpha / beta) ... -9.91 / -9.91 eV
Multiplicity ... 2
Frontier orbital gap (alpha / beta) ... 0.1647 / 0.1831 Eh
Total charge ... +1
F_max ... 0.1857 hartree/bohr

=====

# 4
This record from the Open Molecules 2025 dataset describes a 10-piece molecular cluster, C40H70N10 overall in a non-equilibrium geometry. The level of theory is wB97M-V/def2-TZVPD.

XYZ file:
```
120
C40H70N10 wB97M-V/def2-TZVPD
C 5.97 1.87 2.37
C 4.94 2.35 1.33
C 3.48 2.40 1.91
C 3.08 1.16 2.67
N 2.74 0.22 3.28
H 6.96 2.16 2.00
H 5.88 0.79 2.45
H 5.74 2.27 3.36
H 4.83 1.63 0.52
H 5.29 3.23 0.81
H 2.72 2.54 1.14
H 3.37 3.20 2.64
C -1.94 -3.62 4.47
C -0.97 -2.79 5.32
C -0.82 -3.11 6.84
C -0.38 -4.47 7.26
N 0.06 -5.48 7.55
H -2.23 -4.62 4.78
H -1.70 -3.94 3.46
H -2.92 -3.17 4.30
H -1.28 -1.74 5.32
H 0.04 -2.78 4.92
H -1.82 -2.90 7.23
H -0.26 -2.49 7.55
C 5.80 -0.13 -2.54
C 6.89 0.55 -1.62
C 8.15 0.90 -2.47
C 8.46 -0.24 -3.37
N 8.78 -1.12 -4.09
H 6.17 -1.13 -2.76
H 5.80 0.34 -3.52
H 4.78 -0.05 -2.14
H 7.04 -0.21 -0.85
H 6.48 1.41 -1.10
H 8.96 1.07 -1.76
H 7.86 1.77 -3.07
C -1.39 -1.03 1.15
C -0.06 -0.72 0.40
C 0.27 0.71 0.43
C 1.52 0.89 -0.37
N 2.47 1.02 -1.00
H -2.28 -0.65 0.65
H -1.45 -0.56 2.14
H -1.57 -2.09 1.32
H -0.21 -0.96 -0.65
H 0.58 -1.32 1.05
H 0.44 1.21 1.39
H -0.56 1.29 0.02
C -3.29 3.30 3.92
C -3.43 2.57 2.64
C -2.73 3.08 1.29
C -1.30 3.44 1.57
N -0.20 3.68 1.82
H -3.74 2.75 4.74
H -3.66 4.32 3.81
H -2.27 3.62 4.13
H -4.49 2.49 2.41
H -3.07 1.54 2.70
H -3.22 3.99 0.94
H -2.96 2.36 0.51
C -3.13 -3.10 -2.12
C -1.76 -3.77 -1.79
C -2.03 -5.21 -1.28
C -2.40 -5.18 0.13
N -2.64 -5.16 1.24
H -3.00 -2.10 -2.54
H -3.90 -3.00 -1.35
H -3.69 -3.72 -2.81
H -1.27 -3.18 -1.01
H -1.05 -3.84 -2.61
H -1.18 -5.89 -1.21
H -2.85 -5.69 -1.80
C 2.19 -4.87 -1.56
C 3.30 -3.95 -1.37
C 2.85 -2.50 -0.88
C 3.92 -1.84 -0.10
N 4.89 -1.38 0.44
H 2.47 -5.85 -1.94
H 1.56 -4.43 -2.34
H 1.57 -5.11 -0.70
H 3.90 -3.73 -2.26
H 4.00 -4.19 -0.57
H 1.92 -2.51 -0.31
H 2.68 -1.87 -1.75
C 3.21 4.88 -2.05
C 2.97 3.70 -2.88
C 4.10 2.59 -3.03
C 5.33 3.30 -3.50
N 6.27 3.77 -3.93
H 3.25 4.55 -1.01
H 2.45 5.65 -2.18
H 4.18 5.30 -2.32
H 2.78 4.11 -3.87
H 2.08 3.25 -2.44
H 3.78 1.81 -3.72
H 4.31 2.17 -2.05
C -3.33 0.75 -2.67
C -3.81 2.18 -3.27
C -4.14 2.32 -4.82
C -5.14 1.26 -5.29
N -5.98 0.56 -5.72
H -2.47 0.35 -3.20
H -4.07 -0.04 -2.55
H -2.84 0.80 -1.70
H -3.01 2.91 -3.14
H -4.66 2.42 -2.64
H -3.26 2.02 -5.39
H -4.45 3.33 -5.09
C -8.58 -0.12 -0.11
C -8.46 0.85 1.07
C -7.11 1.42 1.09
C -6.03 0.46 0.93
N -5.17 -0.35 0.93
H -9.46 -0.76 0.01
H -7.70 -0.74 -0.29
H -8.65 0.44 -1.04
H -8.68 0.43 2.04
H -9.26 1.55 0.82
H -7.06 2.01 2.00
H -7.12 2.19 0.31
```

Calculated values
Highest occupied orbital energy (alpha / beta) ... -12.73 / -12.73 eV
Multiplicity ... 2
Frontier orbital gap (alpha / beta) ... 0.3865 / 0.0768 Eh
Total charge ... +1
F_max ... 0.0719 hartree/bohr

=====

# 5
This record from the Open Molecules 2025 dataset describes one molecule with the formula C6H10. The level of theory is wB97M-V/def2-TZVPD.

XYZ file:
```
16
C6H10 wB97M-V/def2-TZVPD
C -0.57 -0.77 2.34
C -0.64 0.02 1.09
C 0.68 0.31 0.52
C 0.73 0.52 -0.98
C -0.01 -0.46 -1.85
C -0.50 0.96 -1.71
H -1.35 -0.51 3.06
H -0.87 -1.75 1.94
H 0.41 -0.89 2.83
H -1.38 1.12 -1.11
H 0.84 1.29 1.04
H 1.51 -0.33 0.87
H 1.69 0.88 -1.36
H -0.59 -1.22 -1.33
H 0.43 -0.78 -2.78
H -0.38 1.62 -2.57
```

Calculated values
Highest occupied orbital energy ... -8.26 eV
Frontier orbital gap ... 0.3206 Eh
Total charge ... 0
F_max ... 0.0082 hartree/bohr

=====

# 6
This record from the Open Molecules 2025 dataset describes C16H36B3Cl12NO6 as an isolated structure. The level of theory is wB97M-V/def2-TZVPD.

XYZ file:
```
74
C16H36B3Cl12NO6 wB97M-V/def2-TZVPD
N 4.05 0.29 0.72
C 4.04 -0.13 -0.68
C 2.91 -1.10 -1.09
O 2.35 -1.77 0.05
C 1.78 -0.47 -1.91
B 0.91 0.57 -1.15
O 1.37 1.55 -0.28
B 0.41 2.52 0.00
O -0.83 2.08 0.44
B -1.06 0.82 -0.08
C -1.78 -0.33 0.72
O -2.63 -1.13 -0.13
O -1.80 -2.20 -0.58
O -0.48 0.55 -1.31
H 3.34 0.97 0.91
H 3.98 -0.50 1.34
H 3.98 0.78 -1.29
H 4.98 -0.63 -0.89
H 3.37 -1.86 -1.72
H 2.39 -2.71 -0.12
H 1.11 -1.28 -2.22
H 2.19 -0.02 -2.83
H 0.59 3.66 -0.23
H -2.35 0.07 1.56
H -0.99 -0.99 1.07
H -1.84 -2.83 0.15
Cl 4.05 4.02 3.25
C 3.08 5.50 3.04
C 1.66 5.31 3.51
Cl 0.76 4.18 2.46
H 3.11 5.77 1.99
H 3.55 6.29 3.62
H 1.13 6.27 3.47
H 1.62 4.93 4.53
Cl -3.25 -3.42 2.78
C -4.55 -2.23 3.07
C -4.20 -1.25 4.16
Cl -4.16 -2.03 5.77
H -5.46 -2.77 3.30
H -4.67 -1.69 2.13
H -4.96 -0.47 4.20
H -3.23 -0.79 3.99
Cl -6.37 -0.06 1.28
C -6.04 -0.75 -0.34
C -6.48 0.17 -1.44
Cl -8.26 0.33 -1.52
H -6.55 -1.71 -0.39
H -4.97 -0.92 -0.40
H -6.15 -0.24 -2.40
H -6.06 1.16 -1.32
Cl 6.54 -1.70 -2.40
C 6.67 -2.35 -4.05
C 5.90 -1.52 -5.05
Cl 4.14 -1.65 -4.80
H 6.32 -3.38 -4.04
H 7.73 -2.35 -4.31
H 6.11 -1.88 -6.05
H 6.17 -0.47 -4.98
Cl -0.13 -4.91 -0.55
C 0.81 -6.38 -0.86
C 2.23 -6.23 -0.36
Cl 3.15 -5.02 -1.29
H 0.79 -6.57 -1.93
H 0.32 -7.20 -0.34
H 2.75 -7.18 -0.46
H 2.24 -5.93 0.68
Cl -4.80 6.68 0.57
C -3.89 5.24 0.04
C -2.43 5.32 0.39
Cl -1.58 6.57 -0.55
H -4.03 5.13 -1.03
H -4.34 4.38 0.54
H -1.95 4.37 0.17
H -2.28 5.54 1.45
```

Calculated values
Highest occupied orbital energy ... -8.43 eV
Frontier orbital gap ... 0.3222 Eh
Total charge ... 0
F_max ... 0.0161 hartree/bohr

=====

In the order shown, the computed calculated total energy values come out to -1040.2599, -344.6578, -5031.1892, -2113.0769, -234.4555, -6734.4874 hartree.